Formula: C3H11NO2
Source: the Open Molecules 2025 dataset
Level of theory: the ωB97M-V functional and the def2-TZVPD basis

Geometry as ORCA input:
```
! wB97M-V def2-TZVPD RIJCOSX def2/J DEFGRID3
* xyz 0 1
C 0.92 0.42 2.33
N -0.37 0.35 1.66
C -0.55 1.04 0.36
C 0.41 2.16 0.08
O 1.78 1.68 -0.11
H 1.79 -0.01 1.83
H 1.11 1.48 2.53
H 0.89 -0.03 3.31
H -0.69 -0.59 1.58
H -1.53 1.51 0.45
H -0.47 0.32 -0.45
H 0.32 3.05 0.71
H 0.15 2.52 -0.92
H 2.32 2.24 0.45
O -2.02 -4.93 -3.69
H -2.73 -4.55 -3.15
H -1.47 -4.18 -3.94
*
```

As for the orbital gap: 9.29 eV. The total energy comes out at -8873.334 eV. The molar mass is 93.1 g mol⁻¹. Its SMILES is CNCCO.O. Its HOMO energy is -8.5540 eV. As for the LUMO energy: 0.0269 Eh.

***

Formula: C10H21NO11
Source: the Open Molecules 2025 dataset
Level of theory: the ωB97M-V functional and the def2-TZVPD basis

Geometry as ORCA input:
```
! wB97M-V def2-TZVPD RIJCOSX def2/J DEFGRID3
* xyz 0 1
C -0.81 -0.39 2.47
N -1.81 0.22 1.49
O -1.89 1.43 1.52
O -2.56 -0.54 0.81
H -0.15 0.44 2.72
H -0.24 -1.25 2.12
H -1.35 -0.72 3.36
C -3.69 0.42 -1.14
O -3.14 1.21 -2.22
C -1.95 1.09 -2.74
O -1.56 1.90 -3.57
O -1.27 -0.02 -2.33
C 0.14 -0.10 -2.59
H -3.51 -0.66 -1.23
H -4.77 0.51 -1.04
H -3.15 0.66 -0.22
H 0.46 0.33 -3.54
H 0.56 -1.10 -2.45
H 0.67 0.21 -1.69
C 1.60 -1.56 0.39
O 0.83 -1.92 -0.73
C 1.21 -2.92 -1.61
O 2.22 -3.59 -1.61
O 0.19 -3.14 -2.44
C 0.21 -4.25 -3.25
H 1.07 -1.09 1.21
H 2.35 -0.82 0.10
H 2.03 -2.42 0.89
H 0.02 -5.12 -2.62
H 1.19 -4.55 -3.61
H -0.68 -4.31 -3.89
C 0.58 1.33 0.48
O 1.60 2.09 1.19
C 1.34 2.63 2.36
O 0.33 2.51 3.08
O 2.51 3.19 2.80
C 2.58 4.11 3.98
H 0.87 1.23 -0.57
H -0.40 1.82 0.53
H 0.42 0.29 0.76
H 3.65 4.07 4.21
H 2.05 3.64 4.81
H 2.23 5.13 3.82
*
```

As for the orbital gap: 9.45 eV. The total energy comes out at -34715.715 eV. The molar mass is 331.3 g mol⁻¹. Its SMILES is C[N+](=O)[O-].COC(=O)OC.COC(=O)OC.COC(=O)OC. Its HOMO energy is -10.0298 eV. As for the LUMO energy: -0.0212 Eh.

***

Formula: C12H36O21Zn
Source: the Open Molecules 2025 dataset
Level of theory: the ωB97M-V functional and the def2-TZVPD basis

Geometry as ORCA input:
```
! wB97M-V def2-TZVPD RIJCOSX def2/J DEFGRID3
* xyz -4 1
Zn 8.90 8.72 -17.63
C 7.69 6.08 -13.83
C 6.42 5.86 -14.66
O 5.59 6.82 -14.85
O 6.28 4.77 -15.27
H 7.91 7.15 -13.74
H 8.56 5.55 -14.20
H 7.43 5.92 -12.77
C 8.09 12.63 -18.49
C 8.49 11.20 -18.22
O 7.87 10.25 -18.78
O 9.46 10.90 -17.50
H 7.06 12.73 -18.86
H 8.67 13.05 -19.31
H 8.08 13.25 -17.59
C 13.88 8.84 -17.17
C 14.26 7.36 -17.03
O 15.00 7.02 -16.02
O 13.91 6.46 -17.83
H 13.05 9.02 -17.86
H 14.70 9.44 -17.55
H 13.52 9.12 -16.18
C 11.45 6.46 -15.40
C 10.52 7.34 -16.19
O 9.57 6.79 -16.82
O 10.57 8.61 -16.27
H 11.03 6.11 -14.45
H 12.37 7.01 -15.21
H 11.73 5.60 -16.00
C 11.29 2.68 -14.85
C 12.23 1.48 -14.83
O 13.21 1.53 -15.61
O 12.00 0.54 -14.03
H 10.26 2.32 -14.95
H 11.43 3.27 -15.76
H 11.41 3.28 -13.95
C 9.53 3.55 -11.99
C 10.43 3.01 -10.89
O 11.34 3.75 -10.36
O 10.32 1.80 -10.54
H 8.63 3.86 -11.45
H 9.19 2.83 -12.72
H 9.97 4.43 -12.46
O 10.82 4.43 -18.60
H 10.39 3.59 -18.40
H 10.37 5.07 -18.02
O 11.60 10.64 -14.57
H 12.43 10.20 -14.39
H 11.13 10.01 -15.13
O 10.01 8.22 -19.31
H 10.81 7.67 -19.29
H 10.18 8.90 -19.98
O 7.66 8.96 -16.00
H 7.10 8.33 -15.50
H 7.61 9.78 -15.50
O 14.03 8.81 -13.46
H 14.82 9.16 -13.04
H 14.36 8.32 -14.23
O 8.67 3.47 -16.69
H 8.15 4.22 -16.35
H 9.50 3.48 -16.19
O 13.06 5.42 -12.57
H 13.07 4.95 -11.72
H 12.53 6.21 -12.40
O 14.11 4.38 -14.90
H 13.70 4.81 -14.12
H 13.89 3.43 -14.79
O 7.33 7.42 -18.37
H 6.44 7.15 -18.12
H 7.59 6.81 -19.07
*
```

As for the orbital gap: 3.75 eV. The total energy comes out at -104442.780 eV. The molar mass is 581.8 g mol⁻¹. Its HOMO energy is 2.5521 eV. As for the LUMO energy: 0.2317 Eh.

***

Formula: C48H51CeCl2I2N9O3
Source: the Open Molecules 2025 dataset
Level of theory: the ωB97M-V functional and the def2-TZVPD basis

Geometry as ORCA input:
```
! wB97M-V def2-TZVPD RIJCOSX def2/J DEFGRID3
* xyz 1 2
Ce -0.66 -0.46 -0.09
I -3.73 7.04 -1.09
C -2.82 5.12 -1.12
C -2.86 4.39 -2.29
C -2.30 3.13 -2.30
I -2.30 1.95 -4.05
C -1.69 2.54 -1.18
O -1.21 1.35 -1.24
C -1.65 3.34 -0.01
C -0.98 2.79 1.22
N -1.63 1.53 1.65
C -3.04 1.75 1.97
C -3.92 0.57 1.62
C -4.96 0.20 2.45
C -5.86 -0.77 2.03
C -5.70 -1.29 0.76
C -4.61 -0.89 0.01
N -3.70 -0.01 0.43
C -2.21 4.61 0.01
H -3.33 4.79 -3.18
H -1.03 3.54 2.02
H 0.07 2.56 1.01
H -1.17 1.20 2.49
H -3.41 2.58 1.35
H -3.19 2.02 3.02
H -5.08 0.67 3.42
H -6.66 -1.08 2.67
H -6.40 -2.00 0.36
H -4.45 -1.29 -0.98
H -2.17 5.19 0.92
C 0.99 2.68 7.81
C 1.86 3.43 6.81
N 1.74 2.91 5.45
C 0.97 3.70 4.51
C -0.52 3.71 4.84
C 2.42 1.79 5.15
O 3.06 1.17 5.97
C 2.44 1.33 3.72
C 3.67 1.34 3.05
C 3.74 0.83 1.77
C 2.58 0.35 1.18
N 1.40 0.31 1.80
C 1.36 0.76 3.06
H 1.11 3.12 8.80
H 1.31 1.64 7.86
H -0.06 2.71 7.54
H 2.91 3.32 7.11
H 1.61 4.49 6.79
H 1.13 3.31 3.50
H 1.35 4.73 4.53
H -0.92 2.70 4.84
H -1.06 4.31 4.11
H -0.69 4.14 5.82
H 4.54 1.73 3.55
H 4.67 0.80 1.23
H 2.60 -0.03 0.17
H 0.41 0.65 3.58
C -1.38 -2.13 1.70
C -1.46 -3.38 0.95
C -2.53 -3.67 0.07
C -2.53 -4.78 -0.72
C -1.45 -5.67 -0.69
C -0.43 -5.47 0.25
C -0.46 -4.37 1.07
C -1.41 -6.72 -1.62
N -1.39 -7.54 -2.43
H -0.69 -2.24 2.55
H -2.37 -1.85 2.07
H -3.38 -2.99 0.05
H -3.35 -4.99 -1.39
H 0.36 -6.20 0.33
H 0.28 -4.26 1.85
C 3.48 0.87 -5.65
N 2.84 1.16 -4.39
N 2.63 0.18 -3.45
C 1.66 0.61 -2.56
O 1.30 -0.06 -1.56
C 1.26 1.89 -3.03
C 1.97 2.16 -4.16
C 1.86 3.33 -5.07
C 3.61 -0.81 -3.20
C 4.94 -0.44 -3.05
C 5.89 -1.41 -2.80
C 5.52 -2.74 -2.67
C 4.19 -3.10 -2.80
C 3.23 -2.14 -3.07
H 4.15 0.03 -5.54
H 4.05 1.74 -5.97
H 2.73 0.64 -6.42
H 0.53 2.51 -2.56
H 1.20 4.07 -4.62
H 1.44 3.03 -6.03
H 2.83 3.79 -5.24
H 5.22 0.60 -3.13
H 6.93 -1.12 -2.69
H 6.27 -3.49 -2.48
H 3.91 -4.13 -2.71
H 2.19 -2.41 -3.19
Cl 2.88 -2.53 2.39
C 2.72 -3.40 0.85
Cl 1.58 -2.55 -0.21
H 2.32 -4.39 1.05
H 3.69 -3.44 0.37
N -3.19 -4.18 -5.00
C -2.55 -3.41 -4.11
C -1.29 -3.76 -3.60
C -0.70 -2.98 -2.64
N -1.24 -1.85 -2.14
C -2.42 -1.48 -2.67
C -3.09 -2.20 -3.63
H -2.81 -5.08 -5.24
H -4.08 -3.92 -5.38
H -0.80 -4.66 -3.94
H 0.25 -3.28 -2.23
H -2.81 -0.54 -2.31
H -4.04 -1.85 -4.02
*
```

As for the orbital gap (alpha / beta): 7.33 / 7.34 eV. The total energy comes out at -124330.754 eV. As for the expectation value of S²: 0.751. The molar mass is 1266.8 g mol⁻¹. Its HOMO energy (alpha / beta) is -9.1493 / -9.1495 eV. As for the LUMO energy (alpha / beta): -0.0668 / -0.0667 Eh.